[1]
Below is C45H46BrCl5N10O4Sr as an isolated structure, with properties calculated with ωB97M-V with the def2-TZVPD basis set.

```
! RIJCOSX wB97M-V def2-TZVPD def2/J DEFGRID3
* xyz 0 1
Sr -0.421 -0.890 -0.188
Br -1.835 1.723 -3.148
Cl -0.713 -3.829 -2.180
Cl 1.599 -4.599 -7.017
Cl 1.827 0.229 -4.576
Cl 0.013 -5.719 -4.566
Cl 2.534 -1.613 -6.996
O 0.299 -3.808 2.982
O -2.350 -4.527 2.076
O 0.294 -0.389 2.230
O 0.210 -1.098 -2.541
N 1.056 1.383 -0.736
N 2.853 2.901 -0.872
N -2.759 -0.806 -3.695
N 0.029 3.165 4.105
N -2.187 1.119 0.951
N 1.673 -2.501 0.069
N 0.646 3.222 6.399
N 0.501 -1.059 4.367
N -2.994 -1.774 -0.070
N -0.857 -3.044 1.109
C 2.980 5.339 -0.320
C 0.116 5.237 5.252
C -1.610 -1.049 -6.196
C 2.516 -0.805 2.998
C -2.851 2.976 2.905
C 2.797 -2.491 -0.644
C -1.661 2.342 0.942
C 0.501 4.543 6.385
C -3.422 1.718 2.907
C 3.661 -4.364 0.543
C -2.885 -1.927 -4.404
C 0.200 -3.246 -3.520
C -0.133 4.492 4.103
C 0.225 -3.460 1.810
C 1.351 -1.433 -4.579
C 1.244 -3.581 -5.669
C 0.402 2.605 5.247
C -5.309 -1.679 -0.643
C 3.623 3.958 -0.236
C -4.500 -3.418 0.775
C -0.535 5.157 2.846
C 2.501 -4.369 1.295
C 3.816 -3.407 -0.450
C -1.938 3.303 1.910
C -2.061 0.165 -4.226
C 1.784 2.441 1.280
C 1.020 -0.733 3.167
C 3.029 2.707 -2.305
C -0.946 -1.182 4.475
C -1.451 0.116 -5.469
C -5.554 -2.814 0.114
C -3.228 -2.869 0.655
C 1.883 2.214 -0.203
C -3.051 0.820 1.918
C 0.572 -1.874 -3.479
C 1.992 3.402 -3.184
C -2.079 -3.555 1.388
C 1.279 -1.795 5.351
C 1.517 -3.427 1.013
C 0.525 -4.072 -4.578
C 1.659 -2.252 -5.652
C -1.279 4.625 1.873
C -2.523 -3.391 -6.426
C -2.342 -2.109 -5.669
C -4.013 -1.195 -0.704
H 2.255 -1.338 5.499
H -0.178 6.174 2.727
H 2.016 4.482 -3.045
H 2.328 -5.084 2.085
H -3.466 -2.716 -3.938
H 2.869 -1.720 -1.404
H -3.165 -4.082 -5.882
H -1.148 -1.143 -7.172
H -1.235 -1.015 5.512
H -0.866 0.946 -5.836
H -1.447 5.218 0.979
H -1.566 -3.884 -6.591
H -6.099 -1.175 -1.182
H 1.585 3.485 1.515
H 0.984 3.051 -2.970
H 0.747 -1.768 6.300
H -3.100 3.701 3.670
H 1.972 5.320 0.096
H -6.554 -3.223 0.185
H 4.702 -3.372 -1.067
H 3.035 -0.196 3.739
H 4.435 -5.100 0.722
H 2.851 -1.838 3.110
H 0.530 1.528 5.231
H -4.620 -4.303 1.382
H 3.795 3.698 0.808
H -3.774 -0.318 -1.288
H 2.713 2.158 1.779
H 2.762 -0.460 1.997
H 1.175 1.265 -1.739
H 3.570 6.063 0.242
H 4.606 3.979 -0.712
H 2.200 3.191 -4.233
H 0.980 1.834 1.678
H -4.137 1.428 3.663
H 0.702 5.060 7.316
H -2.970 -3.204 -7.404
H 1.397 -2.838 5.045
H 2.915 5.685 -1.350
H -1.265 -2.179 4.159
H -0.962 2.549 0.140
H -3.462 -0.182 1.898
H 3.031 1.635 -2.510
H 4.028 3.069 -2.556
H -1.416 -0.436 3.841
H 0.007 6.312 5.260
*
```

Results
HOMO energy = -7.31 eV
Kohn-Sham gap = 0.2555 Ha

---

[2]
Below is C45H46F10N3O2PSTeW as an isolated structure, with properties calculated with ωB97M-V with the def2-TZVPD basis set.

```
! RIJCOSX wB97M-V def2-TZVPD def2/J DEFGRID3
* xyz 0 3
W 1.017 0.267 -0.388
Te 1.825 -2.395 1.112
S -0.262 0.130 1.763
P -2.042 0.682 -0.664
F -0.220 -3.537 -0.898
F -1.189 -2.158 -6.022
F 2.226 1.319 -4.383
F -2.134 4.443 -3.771
F -1.274 3.764 -6.262
F 0.940 2.187 -6.522
F -2.606 -4.173 -4.862
F 0.600 -0.778 -4.617
F -2.107 -4.829 -2.264
F -0.850 3.567 -1.617
O 2.938 3.304 1.918
O 1.926 1.656 0.864
N 3.261 0.227 -0.869
N 1.316 1.788 -1.731
N 1.082 -1.254 -1.870
C -1.641 3.041 0.931
C -4.014 2.528 0.445
C 0.654 2.271 -2.880
C 0.146 -1.973 -2.633
C 4.188 -0.354 0.125
C 2.997 -0.631 3.340
C -1.474 -3.799 -2.829
C -0.641 3.303 -5.186
C 0.472 2.494 -5.313
C -2.881 1.179 -2.267
C -2.995 -0.890 -0.308
C 3.397 -0.515 -2.150
C 2.450 -1.685 -2.188
C -0.948 -3.159 4.418
C -0.415 3.156 -2.807
C 0.023 -2.597 3.602
C 1.043 3.342 3.948
C 0.322 -3.187 2.380
C 3.709 1.642 -1.067
C -1.711 -3.486 -4.155
C -0.828 2.319 5.027
C 4.914 -2.457 4.175
C 0.993 2.398 2.923
C 4.052 -2.786 3.136
C -0.889 1.376 4.020
C 0.140 3.318 4.993
C -2.633 1.901 0.641
C -1.073 3.646 -3.920
C 0.009 1.405 2.943
C 3.862 -0.305 4.376
C 3.090 -1.872 2.722
C -0.075 -1.745 -3.990
C -1.311 -4.901 2.807
C 4.821 -1.218 4.793
C 2.570 2.552 -1.537
C -0.984 -2.469 -4.742
C -4.370 -0.716 0.342
C 1.105 2.015 -4.181
C 2.032 2.488 1.851
C -0.332 -4.350 1.991
C -0.536 -3.078 -2.116
C -4.391 0.960 -2.429
C -1.624 -4.303 4.018
C -2.232 -1.945 0.486
C -2.202 0.446 -3.418
H -1.664 3.284 1.994
H 4.095 2.009 -0.121
H -2.431 -0.621 -3.358
H 5.216 -0.116 -0.162
H -4.826 1.805 0.451
H -0.614 2.803 0.663
H 4.098 -1.440 0.146
H 4.527 1.617 -1.794
H -1.175 -2.696 5.370
H -1.646 0.599 4.041
H 2.492 -2.122 -3.190
H 4.127 -3.753 2.655
H -3.138 -1.291 -1.319
H 2.791 -2.474 -1.500
H 1.818 4.094 3.890
H 3.784 0.668 4.845
H -4.631 -0.104 -2.412
H -2.658 -2.933 0.290
H -2.291 -1.762 1.558
H -2.694 2.248 -2.351
H -1.931 3.935 0.383
H -0.082 -4.835 1.058
H -4.061 3.111 -0.477
H -2.681 1.268 1.528
H 3.982 0.065 1.106
H -5.057 -0.104 -0.236
H -5.001 1.468 -1.692
H 2.432 3.348 -0.804
H -1.121 0.560 -3.405
H 2.259 0.086 3.013
H -4.825 -1.703 0.466
H -4.187 3.223 1.271
H 0.537 -1.703 3.925
H -4.683 1.336 -3.413
H -1.180 -1.977 0.220
H -4.274 -0.282 1.340
H 0.189 4.063 5.776
H -1.822 -5.803 2.496
H -1.540 2.276 5.841
H 5.661 -3.171 4.498
H 2.850 3.019 -2.483
H 5.498 -0.963 5.598
H 3.152 0.170 -2.946
H 4.436 -0.840 -2.270
H -2.385 -4.735 4.655
H -2.580 0.803 -4.379
*
```

Results
HOMO energy (spin up / spin down) = -6.98 / -7.36 eV
Kohn-Sham gap (spin up / spin down) = 0.2591 / 0.2554 Ha

---

[3]
Below is C45H47IrN9OPS as an isolated structure, with properties calculated with ωB97M-V with the def2-TZVPD basis set.

```
! RIJCOSX wB97M-V def2-TZVPD def2/J DEFGRID3
* xyz 2 1
Ir -0.423 -0.581 0.420
S -1.209 -1.765 2.242
P 1.789 -0.751 1.096
O 0.590 -0.423 -1.897
N -0.325 -2.580 -0.491
N -1.795 0.448 -5.983
N -2.503 -0.831 -0.596
N -0.980 1.261 1.193
N -2.680 -4.029 1.555
N 0.607 -1.804 -3.684
N -2.822 -4.901 0.510
N -1.928 1.334 -1.642
N -1.299 -3.398 0.102
C -1.581 1.289 -3.070
C -1.981 -4.497 -0.386
C -3.630 0.678 2.091
C -1.686 3.660 1.289
C -0.629 1.869 4.887
C 3.060 2.834 -0.332
C -1.235 1.330 2.620
C 2.320 -3.482 1.175
C -4.157 0.878 -3.613
C 0.994 2.477 3.113
C 4.969 1.374 -0.356
C -2.766 1.113 -4.140
C -1.856 1.420 5.341
C 1.417 -0.944 3.910
C 2.659 -4.713 0.626
C 2.296 -0.903 2.836
C 2.822 0.536 0.353
C 3.255 -1.204 5.438
C 0.119 -0.728 -3.017
C -1.764 -5.083 -1.728
C -1.231 1.938 -5.900
C 1.895 -1.091 5.206
C 3.120 -4.790 -0.682
C -1.035 -0.058 -3.542
C -2.255 0.194 -1.112
C -0.482 2.216 -3.544
C 4.182 0.332 0.101
C 2.266 1.788 0.116
C 4.143 -1.172 4.369
C -2.635 1.647 -5.583
C 0.547 2.716 -2.582
C -0.328 2.413 -4.867
C -1.484 2.371 0.507
C 2.885 -2.402 -0.906
C -2.525 0.987 3.063
C 3.240 -3.633 -1.443
C 4.411 2.630 -0.563
C 2.426 -2.317 0.411
C -2.467 3.723 -1.400
C -1.859 0.059 -4.638
C -1.771 -3.096 1.324
C -2.807 1.007 4.424
C -0.305 1.850 3.532
C 3.669 -1.028 3.079
C -1.890 2.478 -0.784
H -1.800 4.582 -1.309
H -3.419 -0.198 1.479
H -3.799 0.731 4.761
H 1.358 3.129 3.907
H -2.136 -4.411 -2.503
H 3.631 -3.690 -2.451
H 1.491 -2.177 -3.371
H 0.876 3.081 2.217
H 3.403 -5.746 -1.101
H -4.605 1.820 -3.291
H -2.744 3.926 1.314
H 0.374 -1.931 -4.658
H -0.515 -2.510 -1.489
H 2.582 -5.609 1.228
H 2.621 3.809 -0.501
H -2.090 1.445 6.397
H 4.377 -1.011 2.262
H 2.969 -1.502 -1.502
H 0.092 2.270 5.589
H 4.636 -0.638 0.255
H -4.163 0.187 -2.771
H -2.656 3.575 -2.464
H 1.211 1.944 0.290
H -1.162 4.481 0.798
H -4.564 0.507 2.623
H 0.539 2.967 -5.205
H -2.310 -6.021 -1.792
H 3.627 -1.318 6.447
H -0.705 -5.277 -1.905
H -3.468 1.986 -6.185
H 0.356 -0.830 3.770
H 5.207 -1.260 4.542
H -3.418 4.006 -0.942
H 1.401 3.118 -3.125
H -1.341 3.607 2.312
H -4.785 0.454 -4.396
H 0.586 -3.029 -0.359
H -3.257 -4.133 2.375
H 0.893 1.906 -1.946
H 1.195 -1.110 6.031
H -1.010 2.243 -6.913
H 6.021 1.210 -0.545
H -3.789 1.512 1.402
H 0.148 3.498 -1.935
H 1.980 -3.426 2.203
H 5.031 3.446 -0.909
H 1.776 1.742 2.922
*
```

Results
HOMO energy (spin up / spin down) = -12.15 / -12.15 eV
Kohn-Sham gap (spin up / spin down) = 0.2244 / 0.2243 Ha